Formula: CH4N2O2
Source: the OMol25 dataset
Level of theory: the ωB97M-V functional and the def2-TZVPD basis

## Properties
- Gap between HOMO and LUMO: 10.63 eV
- SMILES: NC[N+](=O)[O-]
- HOMO level: -10.4 eV

```
9
Properties=species:S:1:pos:R:3:forces:R:3
O -1.28190 -1.22001 -0.10623 -0.241 -0.307 0.034
O -2.06314 0.78040 0.06013 -0.264 0.236 0.066
N 1.25282 -0.41500 0.19384 0.151 -0.183 0.060
N -1.16406 -0.02043 -0.01456 0.040 -0.055 0.087
C 0.24566 0.52005 -0.07292 0.448 1.323 -4.133
H 1.23546 -0.72723 1.15852 0.059 0.030 -0.093
H 0.30478 1.42575 0.53112 -0.223 -0.231 -0.052
H 0.27535 0.88255 -1.33615 0.048 -0.974 3.877
H 1.19502 -1.22608 -0.41376 -0.017 0.163 0.153
```
Forces are in eV/Å.

Formula: C21H57N3O9
Source: the OMol25 dataset
Level of theory: the ωB97M-V functional and the def2-TZVPD basis

## Properties
- Gap between HOMO and LUMO: 8.87 eV
- SMILES: COCCNCCOC.COCCNCCOC.COCCNCCOC.CO.CO.CO
- HOMO level: -8.5 eV

```
90
Properties=species:S:1:pos:R:3:forces:R:3
O 1.93954 -3.08151 3.21320 -0.240 0.059 0.095
O 2.05464 -2.76789 8.46659 0.269 -0.123 0.390
O -3.32888 0.25906 -1.32738 0.748 -0.243 -0.211
O 1.17721 1.04743 -0.34534 0.922 0.257 0.044
O -0.54348 0.68873 3.92230 0.640 0.166 -0.845
O 3.60467 2.78441 0.41347 -0.208 -0.063 -0.007
O -2.61137 -0.14296 -6.72653 0.070 0.301 0.231
O 1.98794 2.71481 -3.62907 -0.135 0.112 -0.230
O -1.56436 -1.31740 -3.62110 0.423 -0.442 -0.407
N 2.92023 -4.26681 5.81875 0.827 0.561 0.635
N -4.21923 -0.04928 -3.99634 -0.138 0.089 -1.059
N -0.53829 1.29389 -2.64666 0.533 -0.064 0.167
C -0.28266 -1.09337 -3.07062 0.288 -0.218 0.089
C -3.59369 0.79847 -6.32972 -0.560 -0.627 -0.524
C 1.61328 -1.97870 2.41276 0.075 0.242 -0.919
C -4.48384 0.92377 -1.77453 -0.065 0.124 -0.169
C 3.50011 -4.30649 4.49307 -1.080 -0.348 -0.973
C 0.16635 0.29813 -3.45822 0.252 -0.379 0.367
C -0.35840 2.65263 -3.15494 -1.174 0.138 -0.537
C -2.04350 -2.61300 -3.33178 -0.846 0.151 0.400
C -3.32777 -0.01297 0.05076 -0.427 0.746 0.300
C 0.96276 3.28715 -2.83391 0.991 0.199 -0.046
C 3.27268 -3.03993 3.66863 0.505 0.164 0.016
C 3.23254 3.15180 1.72048 -0.092 0.395 0.430
C 3.31187 3.08390 -3.26512 -0.601 -0.394 -0.082
C 2.78980 -2.30317 7.38220 0.033 0.891 -1.644
C 1.35969 -1.75687 9.16818 -0.462 -0.866 -0.191
C -0.12807 1.61703 4.92046 -0.823 -1.140 0.466
C 0.33026 1.16041 0.77538 -1.520 -0.877 -0.709
C 3.65597 -3.38768 6.75601 -0.658 -0.733 0.754
C -1.98457 0.13397 -7.96150 -0.124 -0.897 0.126
C -4.35779 1.18974 -3.25380 0.983 0.726 -0.143
C -4.58688 0.09084 -5.41712 -0.115 0.240 0.777
H -2.96609 -2.79976 -3.88542 0.037 0.357 -0.063
H 2.04090 -1.02507 9.60283 -0.052 0.244 -0.162
H -5.36609 0.28696 -1.63920 -0.027 0.003 0.223
H -5.52682 0.65239 -5.43910 -0.045 -0.193 -0.152
H -4.74672 -0.91079 -5.82022 -0.105 0.078 -0.123
H 3.95961 -2.93263 2.81466 -0.032 -0.319 -0.008
H -0.13890 1.06700 5.86690 0.248 0.359 0.234
H -1.22586 0.91436 -7.88575 -0.107 0.193 -0.100
H 0.58817 -1.33596 8.51498 0.208 0.504 0.023
H 4.50994 -2.89218 6.29431 0.103 -0.224 -0.121
H -3.23800 -0.34238 -4.01286 -0.317 0.035 0.573
H 3.99849 3.81153 2.13387 0.080 -0.118 -0.136
H -5.17865 1.85119 -3.55345 -0.501 -0.737 -0.186
H -2.31420 -2.61724 -2.26625 0.217 -0.504 -0.058
H 0.63907 0.96570 -1.16594 -0.244 0.349 0.450
H -1.51281 -0.80887 -8.24851 0.254 0.183 0.031
H 0.96591 4.36925 -3.01465 -0.369 0.052 -0.134
H 2.97374 -5.09307 3.93858 -0.047 0.053 -0.001
H -2.50507 -0.66251 0.34282 -0.110 -0.325 -0.434
H -0.56688 1.73973 0.52370 0.194 0.440 0.129
H -1.46860 0.44412 3.93881 -0.156 0.307 0.483
H 0.88968 1.91098 4.68997 -0.007 0.142 -0.112
H 2.15859 -1.98077 1.45659 0.350 -0.070 0.192
H -0.79487 2.47260 5.02570 0.105 0.170 -0.225
H -0.28870 -1.25090 -1.98080 -0.249 0.384 0.077
H 4.52791 -4.66891 4.46408 0.180 0.442 0.535
H 3.44418 -2.13490 4.27495 -0.120 -0.056 0.076
H 0.79297 1.55036 1.67393 0.395 0.087 -0.191
H -3.51581 1.87289 -3.47622 0.230 -0.122 0.474
H 1.81689 -1.02065 2.89919 -0.165 -0.006 0.163
H 2.13768 -1.92105 6.56974 -0.364 -0.254 0.174
H -1.50895 1.01044 -2.55781 -0.069 0.295 0.027
H 3.51232 2.64296 -2.28687 0.487 0.122 -0.014
H 0.03602 0.42517 -4.54096 -0.202 0.091 0.023
H 3.92974 2.67253 -4.05982 0.255 -0.136 0.253
H 2.86221 2.28833 0.03726 0.020 -0.182 -0.061
H -4.17854 1.07032 -7.22004 0.185 0.326 -0.030
H 0.81849 -2.27018 9.96308 0.145 0.080 0.130
H -0.09578 0.17385 0.99706 0.247 -0.061 0.396
H -3.16064 0.91137 0.62863 -0.243 -0.002 -0.072
H 2.29454 3.72293 1.75223 0.005 -0.097 -0.117
H 3.38306 -1.39127 7.55623 0.217 -0.290 0.860
H 3.96781 -4.04847 7.57449 0.514 0.383 -0.016
H 1.23871 0.38915 -3.27347 -0.020 -0.004 -0.011
H 3.49169 4.16307 -3.23771 -0.298 0.089 0.079
H -0.58695 2.63271 -4.23186 0.595 0.243 -0.158
H -3.17470 1.70115 -5.87232 0.162 0.001 -0.044
H -1.36877 -3.42796 -3.61105 0.355 0.248 0.214
H -4.31064 -0.42116 0.31730 0.253 -0.215 0.303
H 0.44300 -1.84810 -3.40300 -0.118 0.070 -0.470
H 0.57497 -2.03209 2.08766 -0.162 -0.068 0.546
H 3.12711 2.30156 2.40668 0.053 -0.083 -0.161
H 1.95829 -3.95323 5.83313 -0.069 -0.228 -0.574
H -2.72669 0.32380 -8.74426 0.026 0.429 0.055
H 1.19446 3.17504 -1.76749 -0.060 -0.219 0.030
H -4.61579 1.87035 -1.23519 -0.065 -0.004 0.096
H -1.12138 3.34815 -2.78772 -0.087 -0.388 0.498
```
Forces are in eV/Å.

Formula: C4H10N2S2
Source: the OMol25 dataset
Level of theory: the ωB97M-V functional and the def2-TZVPD basis

## Properties
- Gap between HOMO and LUMO: 8.71 eV
- SMILES: CN(C=S)NCCS
- HOMO level: -8.2 eV

```
18
Properties=species:S:1:pos:R:3:forces:R:3
S -3.56620 1.82588 0.08492 2.054 0.411 0.181
S 3.03709 -1.39800 -1.92829 -2.247 -2.405 1.558
N 0.25796 0.92862 0.40829 2.132 -2.335 1.873
N -1.11488 0.81634 0.50002 -1.104 0.883 1.432
C 2.19053 -0.40948 -0.46670 3.155 -0.594 0.195
C -1.85686 1.86167 0.08294 -2.767 -2.225 -0.277
C -1.75021 -0.36984 1.08932 -0.033 -1.086 -2.147
C 0.71123 -0.33097 -0.39170 -1.099 2.401 -3.003
H -1.33383 2.56921 -0.50718 0.742 0.872 0.008
H 0.71084 0.99256 1.40659 -1.180 -0.492 -2.186
H -2.45277 -0.18466 1.87219 -1.066 0.619 -0.261
H -1.12992 -1.09715 1.55706 1.746 0.123 0.356
H 0.26995 -1.35724 -0.35975 -0.109 0.991 1.181
H -2.08282 -0.99152 0.19424 -0.724 0.915 1.293
H 0.29500 0.11840 -1.38348 0.973 -1.455 1.056
H 2.69865 -0.65744 0.57963 -0.997 0.348 -2.332
H 2.65701 0.49978 -0.89792 -0.551 0.091 1.021
H 2.45923 -2.81614 -1.84018 1.075 2.938 0.053
```
Forces are in eV/Å.

Formula: C5H15NSi
Source: the OMol25 dataset
Level of theory: the ωB97M-V functional and the def2-TZVPD basis

## Properties
- Gap between HOMO and LUMO (spin up / spin down): 4.37 / 3.33 eV
- HOMO level (spin up / spin down): -5.6 / -5.0 eV

```
22
Properties=species:S:1:pos:R:3:forces:R:3
Si -0.60684 -0.44106 -0.34296 0.619 2.825 0.278
N -0.26339 0.39986 1.15938 -0.331 -2.804 -0.822
C -0.95205 0.87850 -1.65722 -2.613 -4.043 0.250
C 0.34489 -1.96163 -0.97449 -0.741 -1.099 0.685
C -0.39573 1.83184 1.37771 0.317 -0.107 -1.064
C 0.18302 -0.25081 2.41785 0.315 0.304 -2.551
C 1.75776 -1.61673 -1.54985 1.155 0.573 1.952
H -0.52978 1.95137 2.45551 -0.420 0.388 -0.200
H 0.44033 -1.25044 2.08900 0.491 -0.423 0.805
H -0.64284 -0.26104 3.09871 -0.177 0.052 0.742
H 2.14711 -0.61871 -1.16992 -0.381 -1.150 -0.204
H -0.04971 1.38887 -1.67573 1.811 1.001 -1.053
H 1.03655 0.37767 2.70336 -0.069 -0.724 0.658
H 0.67978 2.19569 1.15833 -1.901 0.454 -0.067
H 0.25714 -2.72888 -0.12360 0.808 0.853 -1.298
H -2.97700 2.52902 -0.31592 0.209 -0.267 0.073
H -1.33164 2.12074 0.77306 1.460 0.874 0.639
H -0.11453 -2.44535 -1.86647 -0.621 0.416 0.996
H -1.40333 0.22831 -2.50771 1.408 1.639 0.745
H 1.66310 -1.44256 -2.64492 0.477 -0.807 0.762
H 2.49736 -2.41585 -1.11667 -1.154 1.435 -1.624
H -1.74020 1.53120 -1.28745 -0.661 0.611 0.298
```
Forces are in eV/Å.

Relative energy (zero: lowest compared OMol25 entry of this formula, charge and spin), record by record: 67.2, 17.0, 84.0, 153.5 kcal per mole
Total energy, record by record: -300.3806, -1675.5298, -1064.1634, -543.5108 Ha